[1]
A molecular structure, C32H59N4OP2PtS at a distorted geometry. Source: the OMol25 dataset; level of theory: ωB97M-V/def2-TZVPD.

The geometry in XYZ format:
```
100
Properties=species:S:1:pos:R:3:forces:R:3
C -0.55465 -2.46696 -1.63958 -1.592 -0.622 -1.118
C 1.68053 -2.54444 -0.83667 0.266 -2.061 -1.084
C -0.36238 -3.62679 -2.38828 0.534 0.093 0.526
C 1.84727 -3.80510 -1.47475 1.680 2.423 1.873
C 0.84195 -4.32112 -2.26840 -1.879 -1.449 -1.602
H -1.17043 -3.95599 -3.03559 0.191 -0.095 0.079
H 2.82691 -4.26785 -1.37997 -0.202 0.006 -0.167
H 0.98214 -5.24747 -2.82172 0.015 0.226 0.172
N 0.41729 -1.97219 -0.86222 0.487 2.393 1.862
P -2.25717 -0.84874 -0.12400 -0.019 -0.659 -0.820
P 2.46996 -0.07949 0.07675 0.415 -0.975 -0.105
C -1.83586 -1.66574 -1.72640 0.528 -0.234 -0.288
H -1.68415 -0.87559 -2.47111 -0.060 -0.007 0.270
H -2.65818 -2.28563 -2.08767 0.121 0.070 -0.003
C 0.12584 1.41721 1.08293 0.082 3.752 1.326
O 0.27074 2.50505 1.48065 -0.332 -2.681 -1.019
C 2.74068 -1.79495 -0.30194 0.054 -0.494 0.034
H 3.73273 -2.25464 -0.30801 -0.321 0.273 0.006
C 3.23035 0.83393 -1.40433 -0.093 0.360 0.045
C 3.52184 0.23315 1.60514 -0.196 0.296 0.038
C -3.55152 0.46569 -0.63939 0.076 0.091 0.202
C -3.07020 -2.31119 0.81761 -0.034 0.423 0.407
C 2.77444 2.30039 -1.39656 0.023 0.184 -0.013
H 3.04336 2.81855 -0.46948 -0.085 -0.062 -0.272
H 3.27744 2.82306 -2.22493 -0.141 -0.088 0.164
H 1.69268 2.38210 -1.54401 0.250 -0.005 0.119
C 4.76552 0.77937 -1.40922 0.166 0.061 -0.079
H 5.22883 1.33952 -0.59011 -0.119 -0.206 -0.226
H 5.14322 -0.25015 -1.41281 -0.066 0.193 0.026
H 5.10753 1.25247 -2.34267 -0.118 -0.141 0.200
C 2.75074 0.16320 -2.69740 -0.149 -0.166 -0.051
H 3.22237 0.66233 -3.55796 -0.086 -0.056 0.264
H 3.03280 -0.89457 -2.73117 -0.047 0.159 -0.034
H 1.66743 0.24270 -2.81144 0.184 -0.166 0.037
C 3.76983 1.74259 1.75716 0.117 0.063 0.252
H 2.82982 2.30831 1.77799 0.220 -0.073 0.014
H 4.28846 1.91524 2.71062 -0.146 -0.023 -0.141
H 4.41513 2.14788 0.97010 -0.219 -0.100 0.241
C 2.75743 -0.27984 2.83760 -0.143 -0.007 0.066
H 1.83083 0.27826 3.02301 0.189 -0.075 -0.078
H 2.49621 -1.34148 2.74102 0.046 0.155 -0.048
H 3.40966 -0.17122 3.71817 -0.184 0.008 -0.216
C 4.85691 -0.52336 1.55370 0.199 0.007 -0.021
H 5.50549 -0.21826 0.72878 -0.179 -0.105 0.215
H 5.40029 -0.30539 2.48494 -0.150 -0.096 -0.184
H 4.70087 -1.60494 1.49462 0.067 0.176 0.106
C -3.69568 -1.85212 2.15386 -0.083 -0.132 0.323
H -4.41784 -2.62441 2.47001 0.249 0.221 -0.053
H -2.93674 -1.73264 2.94179 -0.394 -0.124 -0.423
H -4.24571 -0.90818 2.08325 0.217 -0.282 0.117
C -1.97072 -3.32877 1.14984 0.154 -0.144 -0.051
H -1.63476 -3.87141 0.26027 0.040 0.105 0.127
H -1.10542 -2.85690 1.63127 -0.118 -0.022 -0.117
H -2.38211 -4.06973 1.85108 0.027 0.183 -0.147
C -4.16900 -3.02441 0.00290 -0.121 -0.048 0.003
H -4.37982 -3.97715 0.51123 0.095 0.209 -0.109
H -5.11219 -2.46841 -0.01234 0.312 -0.155 0.000
H -3.88323 -3.26994 -1.02432 -0.043 0.025 0.221
C -3.57362 0.70442 -2.15555 0.079 0.020 -0.216
H -3.90229 -0.18234 -2.71272 0.087 0.183 0.115
H -4.29411 1.50861 -2.37188 0.120 -0.198 0.163
H -2.60248 1.03273 -2.53079 -0.306 -0.168 0.052
C -3.11418 1.76457 0.04978 -0.105 0.159 0.049
H -2.13589 2.08825 -0.32580 -0.182 -0.040 0.100
H -3.84640 2.55430 -0.17402 0.162 -0.142 0.088
H -3.05060 1.64687 1.13876 -0.017 0.073 -0.151
C -4.99610 0.12439 -0.25012 -0.266 0.142 0.030
H -5.37653 -0.73671 -0.81328 0.116 0.278 0.203
H -5.14374 -0.03556 0.82179 -0.015 0.025 -0.371
H -5.62299 0.98518 -0.53299 0.187 -0.198 0.079
Pt 0.12825 -0.21845 0.25290 0.709 -1.326 -1.289
N -0.36716 1.16844 -2.08019 0.005 1.703 -2.282
C -0.33017 1.86617 -3.01522 -0.296 -1.094 1.427
C -0.36207 2.73162 -4.21493 0.093 0.142 -0.186
C 0.77088 2.30328 -5.14481 0.382 -0.288 -0.047
C -1.71158 2.53721 -4.90603 -0.389 -0.242 0.092
C -0.18617 4.18051 -3.76512 0.046 0.258 0.362
H 1.74078 2.40675 -4.63983 -0.193 -0.031 -0.191
H 0.63669 1.25290 -5.43369 0.129 0.218 -0.007
H 0.78198 2.91635 -6.05443 -0.086 -0.080 0.251
H -2.52817 2.83072 -4.23398 0.111 -0.055 -0.227
H -1.77009 3.14183 -5.81911 0.106 -0.090 0.233
H -1.84461 1.48152 -5.17637 -0.060 0.244 -0.005
H -0.20253 4.85860 -4.62687 -0.002 -0.221 0.138
H -0.99674 4.46194 -3.08089 0.189 0.037 -0.150
H 0.76892 4.30282 -3.23834 -0.193 0.060 -0.127
C 0.76850 -1.24629 6.18486 -0.196 -0.175 -0.048
N -0.13576 -1.10812 5.03997 0.325 0.180 -0.239
C -0.46444 0.07053 4.49577 -0.801 0.132 -0.843
S -1.30994 0.17883 3.01409 0.605 -0.274 1.539
N -0.12236 1.21724 5.17800 -0.078 0.235 -0.270
C -0.78934 1.48927 6.45997 0.224 0.299 0.185
H 0.22492 -1.71144 7.01918 0.323 0.131 -0.140
H 1.11880 -0.25118 6.47419 -0.029 -0.334 -0.051
H 1.63134 -1.86486 5.90559 -0.249 0.114 0.120
H -0.30214 -1.91704 4.44039 -0.074 0.429 0.424
H -0.20324 2.02900 4.56209 -0.087 -0.543 0.203
H -0.09459 2.04854 7.09092 -0.192 -0.125 0.127
H -1.67659 2.10580 6.28406 0.018 -0.170 0.108
H -1.09214 0.56886 6.96275 0.113 0.132 -0.115
```
Forces are in eV/Å.

LUMO level (spin up / spin down), eV: -2.1 / -3.6
Spin multiplicity: 3
Energy relative to the best compared isomer or geometry (same formula, charge and spin), kcal per mole: 1.6
Charge: +1
Kohn-Sham gap (spin up / spin down), eV: 4.3 / 6.7


[2]
A molecular structure, C32H60BN5O8SSi4TeV at a distorted geometry. Source: the OMol25 dataset; level of theory: ωB97M-V/def2-TZVPD.

The geometry in XYZ format:
```
113
Properties=species:S:1:pos:R:3:forces:R:3
V 0.69157 0.14028 0.25049 0.028 -0.553 -0.931
C 4.69438 3.32982 4.56973 -0.096 0.023 -0.015
O 3.33615 3.73709 4.77673 0.037 -0.031 0.027
C 2.38931 3.26925 3.97968 0.062 -0.058 -0.051
C 1.07853 3.70961 4.27668 0.026 -0.019 -0.037
C 0.04090 3.29047 3.50901 0.034 -0.096 -0.028
C 0.22534 2.41964 2.39545 0.072 0.108 0.225
C -0.86891 2.05591 1.56965 0.077 -0.008 -0.087
C -2.28265 2.44118 1.84274 -0.049 0.120 -0.057
O -0.70680 1.34126 0.52397 -1.040 0.837 0.576
C 1.55927 1.98589 2.13373 -0.137 -0.177 -0.298
O 1.84180 1.18412 1.08700 0.509 0.723 1.006
C 2.62083 2.40124 2.91242 0.031 0.141 0.207
H 5.26629 3.80936 5.35598 -0.002 0.008 -0.006
H 5.04375 3.66913 3.59436 0.026 -0.011 -0.008
H 4.78370 2.24708 4.65537 0.013 -0.013 0.000
H 0.93730 4.37503 5.11561 -0.005 -0.003 0.019
H -0.95278 3.62396 3.76335 -0.025 0.030 -0.010
H -2.39357 3.34639 2.42733 -0.020 0.012 0.024
H -2.74914 1.61217 2.38352 0.010 0.013 0.011
H -2.80668 2.55505 0.89471 0.017 -0.027 0.005
H 3.60716 2.04245 2.66387 0.020 0.006 -0.013
C -2.68765 3.78861 -3.20265 0.003 0.085 0.001
O -3.03774 2.51816 -2.62105 0.039 -0.033 -0.019
C -2.05731 1.66760 -2.33182 -0.169 0.121 -0.170
O -0.86821 1.93073 -2.45533 0.109 -0.230 0.214
N -2.59444 0.49607 -1.92752 -0.018 0.048 -0.063
N -1.81820 -0.50056 -1.34199 0.174 -0.126 0.143
H -3.32725 3.92306 -4.06993 -0.001 0.008 0.001
H -1.63947 3.80418 -3.48818 -0.171 0.030 0.052
H -2.88960 4.56301 -2.46621 0.002 0.001 -0.005
H -3.60146 0.41618 -1.94393 0.066 0.044 0.039
H -1.87131 -1.35157 -1.89299 0.015 0.052 -0.024
H -2.19857 -0.68864 -0.41913 0.104 -0.086 0.065
O 0.98496 -1.64284 -0.04446 -0.555 -0.686 0.893
N 0.10508 -1.36208 1.00018 0.361 -0.214 -0.142
C 3.04761 4.29359 -0.17261 0.004 -0.036 0.074
Si 2.49658 4.58223 -1.93119 -0.075 -0.053 0.100
C 3.42549 6.03048 -2.64716 0.058 0.056 -0.070
C 0.64873 4.84560 -1.95967 -0.095 0.036 -0.004
Si 2.95868 2.66868 -3.22583 -0.101 0.077 -0.104
Te 1.47405 0.70101 -2.24199 0.481 -0.009 -1.124
Si 5.27154 2.11369 -3.20380 -0.056 -0.027 0.069
C 5.76765 0.53535 -4.07913 0.005 -0.091 -0.010
C 6.03912 3.53948 -4.13329 -0.024 0.096 0.021
C 5.88608 2.10776 -1.44029 0.014 -0.015 0.103
Si 2.01869 2.75517 -5.39644 0.063 -0.021 0.012
C 0.21470 3.21255 -5.32077 -0.105 -0.043 0.107
C 2.95164 4.01906 -6.39716 -0.006 0.066 -0.029
C 2.16531 1.04724 -6.15530 -0.025 -0.086 -0.011
H 2.78683 5.15588 0.44684 -0.003 0.003 0.002
H 4.12536 4.14479 -0.10696 0.028 0.006 0.024
H 2.56178 3.41385 0.24860 0.010 0.000 -0.010
H 3.04935 6.95693 -2.20674 0.000 0.007 0.011
H 3.32753 6.11673 -3.72958 -0.019 0.010 -0.028
H 4.48777 5.96207 -2.40829 0.026 0.026 -0.009
H 0.35375 5.56508 -1.19159 0.029 0.037 -0.007
H 0.11762 3.91015 -1.77554 -0.003 0.033 0.034
H 0.31319 5.23101 -2.92438 0.010 0.013 -0.008
H 5.15718 0.32658 -4.95589 -0.039 -0.017 -0.086
H 5.73414 -0.32918 -3.41722 0.014 -0.002 -0.008
H 6.79879 0.64880 -4.42307 0.011 0.011 0.000
H 5.88101 3.44508 -5.20497 -0.009 0.000 -0.121
H 7.11823 3.53553 -3.96017 0.013 -0.014 0.014
H 5.65789 4.51133 -3.82162 0.003 0.047 0.007
H 5.25932 1.51348 -0.77415 0.012 -0.005 0.026
H 5.92993 3.12340 -1.04527 0.007 0.020 0.004
H 6.89826 1.69714 -1.40494 0.011 0.003 -0.001
H 0.08566 4.28569 -5.17188 -0.005 0.024 -0.004
H -0.28929 2.69055 -4.50425 0.072 0.008 -0.158
H -0.27728 2.93977 -6.25692 -0.001 0.030 -0.039
H 2.86611 5.01217 -5.95318 0.005 0.024 -0.002
H 2.53021 4.07219 -7.40370 -0.021 0.001 -0.008
H 4.00803 3.78658 -6.49539 0.136 -0.032 -0.022
H 1.44242 0.36507 -5.69822 -0.025 -0.003 -0.012
H 3.16570 0.63154 -6.04502 0.096 -0.051 -0.006
H 1.94098 1.08511 -7.22349 -0.025 0.003 -0.005
C 4.28907 -4.23509 -3.33472 -0.007 0.005 0.005
N 4.12759 -3.05730 -2.48910 0.014 0.048 -0.037
C 3.41249 -1.99661 -2.81874 0.025 0.012 0.101
N 2.72992 -1.97624 -3.95115 0.066 0.057 -0.042
S 3.48396 -0.65026 -1.71484 -0.127 -0.059 -0.069
H 4.95396 -4.92837 -2.83004 -0.008 -0.005 -0.007
H 4.73703 -3.96476 -4.29190 0.000 0.004 0.001
H 3.32991 -4.72995 -3.49430 0.009 -0.010 0.002
H 4.57550 -3.04299 -1.58565 -0.025 -0.003 -0.012
H 2.76538 -2.74550 -4.60127 -0.034 -0.006 0.023
H 2.24921 -1.13364 -4.23437 0.008 -0.050 0.030
C -6.77519 -2.58561 4.05353 -0.013 -0.011 0.011
C -5.87806 -3.71417 4.56280 0.032 0.015 -0.006
C -5.76244 -3.59688 6.08887 0.019 -0.008 0.004
C -6.54016 -5.05017 4.20140 -0.024 0.012 -0.031
C -4.47538 -3.64665 3.95494 -0.006 0.022 0.003
C -3.57097 -4.69103 4.19052 0.046 0.040 -0.013
C -2.27605 -4.70631 3.68350 -0.059 0.004 0.072
C -1.90725 -3.62027 2.92728 0.120 -0.062 -0.004
O -0.69143 -3.36864 2.29532 -0.054 -0.013 -0.075
B -0.88168 -2.15417 1.70025 0.050 -0.139 -0.204
O -2.14342 -1.62141 1.90043 0.061 0.010 0.070
C -2.77535 -2.57726 2.70107 -0.061 0.063 -0.137
C -4.06082 -2.55505 3.18718 -0.017 -0.041 0.058
H -7.77336 -2.70110 4.47577 -0.007 0.003 0.005
H -6.87155 -2.60587 2.96602 -0.008 -0.005 -0.007
H -6.40847 -1.60300 4.35563 0.013 0.012 0.006
H -6.74827 -3.68368 6.54772 -0.013 -0.001 0.002
H -5.33816 -2.63280 6.37485 0.016 0.001 0.000
H -5.12778 -4.38134 6.50260 -0.011 -0.009 0.006
H -7.54892 -5.08301 4.61463 -0.007 -0.006 0.009
H -5.99488 -5.90378 4.60146 0.012 -0.010 0.009
H -6.61369 -5.17038 3.11923 0.005 -0.004 -0.008
H -3.88344 -5.52727 4.79950 -0.015 -0.021 0.005
H -1.59432 -5.52017 3.88340 0.002 -0.023 -0.021
H -4.71076 -1.71887 2.97851 -0.021 0.005 -0.014
```
Forces are in eV/Å.

LUMO level (spin up / spin down), eV: -5.7 / -5.4
Spin multiplicity: 2
Energy relative to the best compared isomer or geometry (same formula, charge and spin), kcal per mole: 72.9
Charge: +2
Kohn-Sham gap (spin up / spin down), eV: 6.6 / 6.9